Record 1
Entry from OMol25: a structure of composition C20H44N3OPSi2 in a non-equilibrium geometry (ωB97M-V with the def2-TZVPD basis set).

```
71
Properties=species:S:1:pos:R:3
C -0.453 -3.724 5.442
C -1.376 -2.544 5.838
P -1.553 -1.336 4.463
C -3.015 -0.263 4.864
C -0.146 -0.114 4.582
N 0.442 -0.028 5.738
N 1.418 0.871 5.826
C 1.755 1.631 4.807
C 1.208 1.573 3.568
C 0.182 0.639 3.397
O -0.438 0.519 2.257
C 0.427 0.236 1.099
C 0.583 -1.227 0.708
C 1.076 -2.132 1.855
C -0.638 -1.836 0.001
C -2.015 -1.675 0.688
C -2.802 -2.998 0.555
C -2.796 -0.560 -0.075
H 0.321 -3.337 4.779
H -0.024 -4.186 6.326
H -1.049 -4.438 4.877
H -1.023 -2.037 6.741
H -2.371 -2.936 6.059
H -2.904 0.088 5.893
H -2.905 0.620 4.232
H -3.949 -0.783 4.686
H 1.888 0.973 6.715
H 2.536 2.361 4.987
H 1.521 2.215 2.761
H 1.423 0.663 1.226
H -0.003 0.751 0.240
H 1.393 -1.238 -0.028
H 0.247 -2.605 2.379
H 1.657 -2.927 1.385
H 1.762 -1.616 2.535
H -0.445 -2.915 -0.051
H -0.643 -1.493 -1.035
H -1.959 -1.477 1.752
H -2.788 -3.378 -0.464
H -2.349 -3.710 1.253
H -3.816 -2.812 0.916
H -3.259 0.171 0.591
H -3.495 -1.037 -0.759
H -2.062 -0.020 -0.673
C 3.946 3.383 -4.236
Si 2.127 2.910 -4.464
C 1.570 3.674 -6.104
C 1.172 3.773 -3.065
N 2.000 1.234 -4.426
Si 0.568 0.377 -4.589
C -0.297 0.635 -6.252
C -0.683 0.759 -3.217
C 0.952 -1.475 -4.462
H 4.071 4.472 -4.252
H 4.323 3.013 -3.280
H 4.553 2.960 -5.039
H 1.878 4.725 -6.168
H 0.483 3.651 -6.213
H 2.017 3.141 -6.944
H 1.393 3.302 -2.104
H 0.093 3.739 -3.231
H 1.455 4.831 -2.996
H -0.751 1.625 -6.323
H -1.100 -0.100 -6.392
H 0.413 0.516 -7.072
H -0.200 0.716 -2.235
H -1.498 0.021 -3.226
H -1.136 1.744 -3.342
H 1.414 -1.705 -3.497
H 1.637 -1.778 -5.255
H 0.036 -2.073 -4.553
```

E_tot	-1948.21024	Ha
charge	0
E_HOMO	-5.17	eV

Atomic partial charges in e from the Löwdin method, atoms 1 to 2: -0.148, -0.429

=====

Record 2
Entry from OMol25: a structure of composition C20H44N4O20S4 in a non-equilibrium geometry (ωB97M-V with the def2-TZVPD basis set).

```
92
Properties=species:S:1:pos:R:3
C -10.653 -25.485 -12.334
C -9.245 -24.909 -12.592
O -8.771 -24.502 -11.310
S -9.267 -25.635 -10.300
O -9.328 -25.078 -9.008
O -8.566 -26.822 -10.575
O -10.718 -25.746 -10.923
H -10.824 -26.387 -12.918
H -11.428 -24.758 -12.563
H -9.268 -24.050 -13.260
H -8.575 -25.633 -13.060
C -7.180 -17.890 -10.268
C -6.507 -17.950 -8.913
O -6.779 -16.650 -8.321
S -8.257 -16.240 -8.718
O -8.335 -14.845 -8.862
O -9.185 -16.923 -7.891
O -8.230 -16.905 -10.165
H -7.603 -18.840 -10.590
H -6.516 -17.559 -11.063
H -5.437 -18.123 -8.920
H -6.920 -18.666 -8.204
C -5.946 -24.143 -8.332
C -5.831 -23.868 -6.825
O -6.613 -22.689 -6.604
S -6.768 -21.797 -7.884
O -5.796 -20.772 -7.837
O -8.094 -21.406 -8.175
O -6.336 -22.923 -8.935
H -6.746 -24.868 -8.506
H -5.023 -24.553 -8.732
H -4.803 -23.588 -6.596
H -6.206 -24.684 -6.223
C -9.483 -17.018 -13.932
C -9.255 -18.038 -15.059
O -8.671 -17.313 -16.161
S -8.803 -15.750 -15.916
O -10.088 -15.310 -16.313
O -7.644 -15.117 -16.410
O -8.751 -15.844 -14.341
H -9.077 -17.368 -12.993
H -10.531 -16.739 -13.859
H -10.164 -18.524 -15.396
H -8.507 -18.774 -14.779
C -12.371 -18.248 -6.292
C -13.447 -17.264 -5.889
O -13.285 -16.065 -6.027
N -14.552 -17.780 -5.295
C -15.686 -16.978 -4.897
H -11.383 -17.800 -6.233
H -12.528 -18.341 -7.373
H -12.429 -19.213 -5.794
H -14.627 -18.772 -5.156
H -16.532 -17.626 -4.684
H -15.951 -16.216 -5.628
H -15.501 -16.424 -3.970
C -4.557 -19.119 -14.595
C -4.867 -19.628 -13.217
O -4.908 -18.881 -12.251
N -5.092 -20.959 -13.115
C -5.351 -21.681 -11.872
H -5.022 -18.159 -14.790
H -4.869 -19.841 -15.356
H -3.472 -19.060 -14.702
H -5.170 -21.469 -13.977
H -4.368 -21.640 -11.383
H -5.592 -22.719 -12.066
H -6.004 -21.176 -11.168
C -11.411 -18.766 -9.882
C -10.607 -19.529 -10.905
O -10.599 -19.242 -12.094
N -9.828 -20.529 -10.434
C -8.988 -21.272 -11.333
H -12.243 -19.322 -9.457
H -11.811 -17.881 -10.378
H -10.735 -18.352 -9.130
H -9.654 -20.721 -9.462
H -8.097 -20.688 -11.610
H -9.449 -21.572 -12.271
H -8.560 -22.135 -10.828
C -15.714 -15.082 -8.893
C -15.924 -16.429 -9.552
O -16.590 -16.557 -10.565
N -15.336 -17.486 -8.927
C -15.539 -18.848 -9.316
H -16.088 -14.318 -9.567
H -14.661 -14.970 -8.633
H -16.304 -15.003 -7.977
H -14.949 -17.275 -8.022
H -14.642 -19.418 -9.058
H -15.813 -18.920 -10.362
H -16.337 -19.358 -8.758
```

E_tot	-4105.01631	Ha
charge	0
E_HOMO	-9.29	eV
energy above the lowest of the compared OMol25 structures with the same formula, charge and spin	0.0	kJ/mol

Atomic partial charges in e from the Löwdin method, atoms 1 to 2: -0.132, -0.170

=====

Record 3
Entry from OMol25: a cluster of 6 separate species, C20H44N4O6 in total in a non-equilibrium geometry (ωB97M-V with the def2-TZVPD basis set).

```
74
Properties=species:S:1:pos:R:3
N 1.417 2.440 20.023
H 1.264 3.383 20.351
H 2.045 2.031 20.700
H 1.763 2.425 19.074
H 0.514 1.988 20.041
N -1.541 -0.820 16.033
H -1.949 -0.555 16.918
H -0.952 -0.024 15.833
H -2.242 -0.791 15.306
H -0.841 -1.548 16.067
C 2.658 4.251 13.132
C 1.796 3.841 14.222
C 0.351 4.410 14.302
O -0.349 3.988 15.266
C -0.073 5.313 13.325
C 0.787 5.637 12.302
C 2.191 5.091 12.133
O 3.037 5.395 11.229
O 0.208 6.419 11.393
O 2.271 2.995 14.984
H 3.687 3.931 13.206
H -1.071 5.700 13.470
O -6.689 1.575 20.263
C -6.267 0.263 20.002
C -4.929 -0.427 20.589
O -3.608 0.174 20.661
H -6.079 0.326 18.930
H -7.077 -0.459 20.106
H -4.846 -1.439 20.194
H -5.148 -0.638 21.635
C -2.436 -0.355 11.061
C -3.812 -1.070 11.072
N -4.577 -0.718 12.321
C -4.959 0.687 12.398
C -5.717 1.303 11.139
C -5.777 -1.640 12.331
C -5.643 -2.869 13.136
H -1.978 -0.371 10.072
H -1.812 -0.823 11.822
H -2.478 0.682 11.396
H -4.352 -0.851 10.151
H -3.612 -2.136 11.178
H -5.664 0.794 13.222
H -4.016 1.155 12.681
H -6.099 2.321 11.217
H -5.049 1.281 10.278
H -6.562 0.686 10.834
H -6.086 -1.916 11.323
H -6.691 -1.121 12.619
H -4.930 -3.447 12.548
H -6.565 -3.445 13.055
H -5.350 -2.774 14.181
C -0.077 -6.399 15.942
C 1.292 -5.826 15.961
N 1.514 -4.550 16.625
C 1.165 -4.495 18.049
C 1.783 -5.621 18.974
C 2.891 -4.071 16.459
C 3.256 -3.550 14.992
H -0.310 -6.654 16.976
H -0.474 -7.111 15.219
H -0.731 -5.533 15.845
H 2.035 -6.525 16.345
H 1.598 -5.837 14.915
H 1.470 -3.545 18.487
H 0.076 -4.444 18.054
H 1.269 -6.575 19.094
H 2.850 -5.772 18.811
H 1.747 -5.285 20.010
H 3.482 -4.956 16.695
H 3.175 -3.308 17.185
H 3.328 -4.423 14.343
H 4.225 -3.056 14.922
H 2.406 -2.946 14.673
```

E_tot	-1458.40600	Ha
charge	-2
E_HOMO	-0.13	eV
energy above the lowest of the compared OMol25 structures with the same formula, charge and spin	1218.5	kJ/mol

Atomic partial charges in e from the Löwdin method, atoms 1 to 2: 0.241, 0.125

=====

| no. | M (g/mol) |
| --- | --- |
| 1 | 429.74 |
| 2 | 788.85 |
| 3 | 436.59 |